This record from OMol25 describes C4H9FO2 in the gas phase in a non-equilibrium geometry. The level of theory is the ωB97M-V functional and the def2-TZVPD basis.

```
16
Properties=species:S:1:pos:R:3
C 2.225 0.618 0.030
O 1.272 -0.231 -0.550
C 0.641 -1.112 0.329
O -0.578 -1.450 -0.133
C -1.680 -0.522 0.136
C -1.477 0.855 -0.400
F -0.573 1.519 0.399
H 2.840 0.978 -0.778
H 1.733 1.473 0.500
H 2.870 0.111 0.769
H 1.206 -2.045 0.419
H 0.565 -0.606 1.304
H -2.554 -1.021 -0.344
H -1.839 -0.449 1.204
H -2.374 1.496 -0.379
H -1.104 0.800 -1.387
```

Properties
- LUMO level (eV) = 1.079
- SMILES = COCOCCF
- E_HOMO (eV) = -9.7
- relative energy (zero: lowest compared OMol25 entry of this formula, charge and spin) (kcal per mole) = 21.5

=====

This record from OMol25 describes C14H22N2O4S in the gas phase in a non-equilibrium geometry. The level of theory is the ωB97M-V functional and the def2-TZVPD basis.

```
43
Properties=species:S:1:pos:R:3
C 0.416 -2.709 2.607
C -0.402 -1.668 3.363
C 0.432 -0.464 3.758
S 0.737 0.622 2.333
O 1.420 -0.098 1.291
O 1.366 1.814 2.829
N -0.840 0.931 1.823
C -1.399 2.203 2.242
C -0.928 3.375 1.377
C -1.128 3.080 -0.110
C -0.432 1.764 -0.444
C -0.562 1.326 -1.893
O -1.511 1.581 -2.600
N 0.491 0.573 -2.294
C 0.464 -0.220 -3.498
C 0.416 -1.683 -3.178
C 0.646 -2.362 -2.017
C 0.457 -3.735 -2.320
C 0.131 -3.784 -3.638
O 0.103 -2.547 -4.165
C -1.059 0.659 0.421
H 1.177 -3.139 3.254
H 0.910 -2.248 1.757
H -0.226 -3.511 2.251
H -0.826 -2.122 4.263
H -1.228 -1.319 2.741
H -0.075 0.175 4.474
H 1.409 -0.744 4.144
H -1.099 2.360 3.278
H -2.489 2.107 2.196
H 0.132 3.539 1.576
H -1.476 4.273 1.665
H -0.710 3.889 -0.712
H -2.189 2.997 -0.351
H 0.626 1.835 -0.173
H 1.205 0.346 -1.619
H 1.346 0.000 -4.114
H -0.430 0.071 -4.059
H 0.920 -1.953 -1.065
H 0.555 -4.560 -1.646
H -0.096 -4.601 -4.293
H -0.612 -0.311 0.201
H -2.136 0.606 0.238
```

Properties
- LUMO level (eV) = 0.646
- SMILES = CCCS(=O)(=O)N1CCC[C@H](C(=O)NCc2ccco2)C1
- E_HOMO (eV) = -8.6
- relative energy (zero: lowest compared OMol25 entry of this formula, charge and spin) (kcal per mole) = 38.6

=====

This record from OMol25 describes a molecular structure, C27H64FMnN4O7 in a non-equilibrium geometry. The level of theory is the ωB97M-V functional and the def2-TZVPD basis.

```
104
Properties=species:S:1:pos:R:3
Mn -20.347 18.670 25.096
F -21.152 18.457 27.031
C -24.441 19.063 31.565
C -24.239 19.834 30.265
C -24.899 21.177 30.397
C -24.154 22.162 31.217
C -22.762 22.267 30.636
C -21.915 21.007 30.559
N -22.800 20.019 29.905
O -22.197 18.826 29.641
C -20.784 21.263 29.585
C -21.317 20.532 31.955
C -24.973 19.043 29.204
H -25.442 19.033 31.994
H -23.754 19.442 32.323
H -24.064 18.044 31.486
H -24.959 21.558 29.377
H -25.938 20.988 30.664
H -24.112 21.778 32.236
H -24.756 23.067 31.300
H -22.245 22.870 31.383
H -22.821 22.867 29.728
H -20.211 20.352 29.410
H -21.208 21.485 28.605
H -20.066 22.040 29.846
H -20.493 21.088 32.402
H -22.039 20.528 32.771
H -20.937 19.518 31.829
H -24.656 18.003 29.123
H -24.767 19.452 28.215
H -26.045 19.061 29.400
H -22.024 18.924 28.701
C -22.335 13.013 31.790
O -21.231 13.591 31.106
C -21.310 14.967 30.684
C -20.121 15.065 29.635
N -19.621 16.332 29.121
C -19.124 17.311 30.146
C -17.676 17.132 30.681
O -17.496 18.280 31.504
C -17.674 17.980 32.942
H -22.170 11.954 31.989
H -23.200 13.051 31.128
H -22.532 13.656 32.648
H -21.126 15.551 31.586
H -22.244 15.272 30.212
H -20.542 14.483 28.815
H -19.214 14.541 29.937
H -20.251 16.864 28.537
H -19.931 17.627 30.808
H -18.963 18.183 29.512
H -17.022 17.249 29.817
H -17.636 16.131 31.111
H -17.735 18.896 33.529
H -16.745 17.581 33.351
H -18.464 17.262 33.160
C -19.110 12.861 23.651
O -19.169 14.189 24.230
C -19.887 14.267 25.466
C -20.042 15.710 25.870
N -20.704 16.550 24.830
C -22.141 16.241 24.747
C -22.926 17.321 23.981
O -22.478 18.668 24.247
C -23.116 19.620 23.398
H -18.440 12.317 24.317
H -18.823 13.012 22.610
H -20.087 12.396 23.783
H -19.266 13.774 26.215
H -20.814 13.701 25.368
H -19.063 16.129 26.098
H -20.612 15.853 26.788
H -20.318 16.186 23.970
H -22.601 16.061 25.718
H -22.132 15.266 24.260
H -24.004 17.160 23.990
H -22.747 17.223 22.910
H -22.656 19.581 22.411
H -23.077 20.661 23.718
H -24.164 19.333 23.312
C -14.392 18.617 26.315
O -15.740 18.288 26.491
C -16.490 19.189 27.279
C -17.951 18.847 27.045
N -18.267 18.955 25.634
C -17.915 20.290 25.024
C -18.956 21.322 25.378
O -20.272 20.797 25.252
C -21.310 21.680 25.652
H -14.279 19.434 25.602
H -13.957 17.714 25.887
H -13.839 18.808 27.235
H -16.228 20.217 27.030
H -16.298 18.946 28.324
H -18.543 19.555 27.625
H -18.207 17.887 27.495
H -17.627 18.335 25.159
H -17.960 20.219 23.938
H -16.853 20.514 25.132
H -18.854 22.099 24.621
H -18.758 21.829 26.322
H -22.256 21.138 25.644
H -21.317 22.486 24.918
H -21.219 22.130 26.641
```

Properties
- LUMO level (spin up / spin down) (eV) = 0.650 / 0.618
- multiplicity = 7
- E_HOMO (spin up / spin down) (eV) = -2.6 / -7.8

=====

This record from OMol25 describes C8H7FN2O2S2 in the gas phase in a non-equilibrium geometry. The level of theory is the ωB97M-V functional and the def2-TZVPD basis.

```
22
Properties=species:S:1:pos:R:3
N -3.915 2.037 -0.886
C -2.562 2.098 -0.572
F -2.101 1.886 0.726
S -1.961 0.574 -1.496
O -1.705 1.077 -2.838
O -2.935 -0.465 -1.265
C -0.453 0.101 -0.737
N 0.695 0.599 -0.655
C 1.558 -0.157 0.028
C 2.896 0.040 0.410
C 3.615 -0.921 1.126
C 3.025 -2.186 1.398
C 1.672 -2.374 1.198
C 0.975 -1.384 0.470
S -0.613 -1.546 -0.091
H -4.191 1.136 -0.891
H -4.559 2.458 -0.260
H -2.009 2.893 -1.037
H 3.425 1.039 0.217
H 4.599 -0.670 1.401
H 3.330 -2.946 2.110
H 1.213 -3.288 1.645
```

Properties
- LUMO level (eV) = -0.420
- SMILES = N[C@@H](F)S(=O)(=O)c1nc2ccccc2s1
- E_HOMO (eV) = -9.2